No. 1
Molecular formula: C8H18ClIN2O3PSn
Method: DFT, ωB97M-V/def2-TZVPD

Structure (XYZ):
```
35
Properties=species:S:1:pos:R:3
I -2.471 1.435 2.192
Sn 0.639 -1.306 0.457
Cl 1.935 -3.313 0.461
P -2.084 -1.041 -1.112
O 2.233 0.044 1.323
O -1.416 2.919 -0.119
O 0.587 2.041 -1.406
N 1.483 1.854 2.656
N 3.624 1.712 2.004
C 0.430 0.862 -1.488
C 4.824 1.153 1.368
C -1.177 1.843 0.338
C 1.211 0.021 -2.500
C -2.079 -1.495 -2.897
C -2.968 -2.500 -0.375
C -3.436 0.184 -1.105
C 2.397 1.170 1.940
H -3.081 -1.849 -3.176
H -3.684 0.440 -0.068
H 5.436 0.546 2.065
H 1.546 0.722 -3.280
H 3.716 2.624 2.445
H -3.107 1.102 -1.599
H -3.452 -2.193 0.569
H 0.555 -0.748 -2.940
H 0.524 1.602 2.670
H 1.799 2.621 3.232
H 5.487 1.955 0.995
H -1.811 -0.617 -3.502
H -4.333 -0.211 -1.592
H 4.579 0.518 0.504
H 2.114 -0.440 -2.036
H -3.716 -2.865 -1.096
H -2.231 -3.297 -0.169
H -1.339 -2.291 -3.074
```

For the highest occupied orbital energy (alpha / beta), the calculation gives -18.80 / -18.86 eV. The LUMO energy (alpha / beta) is -15.03 / -14.70 eV. As for the charge: +3. The maximum force is 0.1432 Eh/bohr.

natural (NBO) atomic charge list, values in e, 5 entries: 0.508, 1.382, -0.441, 1.069, -0.829


No. 2
Molecular formula: C8H18F6MoN3O8P2
Method: DFT, ωB97M-V/def2-TZVPD

Structure (XYZ):
```
46
Properties=species:S:1:pos:R:3
Mo 0.297 0.034 -0.105
P 2.727 -0.361 -1.862
P 2.152 -2.151 0.317
F -3.110 -3.177 1.631
F -0.980 -2.775 1.737
F -4.439 -1.515 -0.557
F -2.351 -1.188 2.065
F -2.956 -0.588 -1.850
F -3.188 0.136 0.131
O -1.001 -1.048 -0.181
O 3.052 -1.554 -0.862
O 2.864 -0.893 -3.284
O 1.129 -0.219 -1.619
O 3.266 0.914 -1.400
O 1.540 -0.724 0.852
O 1.005 -2.888 -0.168
O 3.111 -2.579 1.421
N 1.363 1.829 0.149
N -0.978 1.584 -1.104
N -0.499 0.885 1.797
C -1.898 -3.139 -1.068
C -2.178 -2.327 1.344
C -2.072 -1.924 -0.159
C 1.591 2.121 1.585
C -0.585 2.985 -0.779
C 0.931 3.003 -0.654
C -3.251 -1.017 -0.611
C 0.253 2.071 2.314
H 2.069 3.097 1.734
H 3.690 -0.816 -3.776
H -0.370 0.134 2.495
H -1.504 1.099 1.881
H -1.080 3.282 0.150
H -0.904 3.690 -1.556
H -2.005 1.553 -1.012
H -1.848 -2.825 -2.112
H -2.741 -3.819 -0.938
H 1.276 3.943 -0.211
H 0.430 1.997 3.393
H 1.380 2.923 -1.652
H 2.318 1.619 -0.250
H 3.360 -3.501 1.554
H 2.265 1.353 1.991
H -0.971 -3.651 -0.806
H -0.338 2.977 2.153
H -0.824 1.452 -2.120
```

For the highest occupied orbital energy, the calculation gives -21.92 eV. The LUMO energy is -13.91 eV. As for the charge: +3. The maximum force is 0.0841 Eh/bohr.

natural (NBO) atomic charge list, values in e, 5 entries: 2.087, 2.598, 2.575, -0.235, -0.306